No. 1
DFT (ωB97M-V with the def2-TZVPD basis set) results for C40H57N4O6PPd as an isolated structure.

Each line ends with the Löwdin charge.
Cartesian coordinates (Å):
Pd  0.085277  -0.183813  0.040331  0.312
C  1.987577  3.412087  1.281231  -0.040
C  1.952677  2.807887  -0.126869  -0.372
C  1.523877  3.864587  -1.142569  -0.084
C  3.290877  2.182287  -0.434469  -0.147
C  4.266977  2.793287  -1.194769  -0.069
C  5.490277  2.177987  -1.417269  -0.120
C  5.723077  0.922987  -0.884269  -0.073
C  4.774577  0.276587  -0.113969  -0.151
C  5.051577  -1.094713  0.459031  -0.365
C  5.228877  -2.160113  -0.626469  -0.062
C  6.263477  -1.026613  1.387431  -0.073
C  3.544977  0.919987  0.151331  -0.214
N  2.560077  0.322587  0.886531  0.080
C  2.702577  0.159987  2.183031  -0.529
O  3.640077  0.596187  2.889731  -0.041
C  1.592077  -0.596013  2.859631  -0.181
C  1.687177  -0.723913  4.244031  -0.025
C  0.718677  -1.429113  4.929231  -0.080
C  -0.295823  -2.003613  4.189631  -0.022
C  -0.322323  -1.830713  2.804831  -0.176
N  0.603177  -1.132513  2.151531  0.129
C  -1.432423  -2.508113  2.041031  -0.531
O  -2.102923  -3.390013  2.626431  -0.042
N  -1.614423  -2.044313  0.826331  0.078
C  -2.509523  -2.621713  -0.030069  -0.177
C  -3.712923  -1.971713  -0.386269  -0.145
C  -4.572923  -2.557213  -1.295569  -0.076
C  -4.296123  -3.782413  -1.874169  -0.122
C  -3.118123  -4.424713  -1.531969  -0.072
C  -2.232823  -3.878113  -0.623469  -0.138
C  -0.994623  -4.642113  -0.210469  -0.361
C  -0.092223  -5.031613  -1.381769  -0.067
C  -1.414823  -5.875913  0.593431  -0.072
C  -4.047823  -0.580513  0.101631  -0.354
C  -3.181923  0.374587  -0.719869  -0.083
C  -3.822423  -0.351913  1.597331  -0.061
H  1.009977  3.807687  1.558931  0.059
H  2.723277  4.218387  1.338131  0.079
H  2.262277  2.639687  1.992031  0.067
H  1.212677  1.970387  -0.125069  0.085
H  2.178377  4.737587  -1.103269  0.066
H  0.511377  4.200587  -0.925369  0.040
H  1.551777  3.465687  -2.155169  0.073
H  4.099577  3.775087  -1.619969  0.092
H  6.265177  2.688287  -1.981569  0.080
H  6.675277  0.445787  -1.084369  0.097
H  4.185677  -1.384313  1.059231  0.125
H  5.973177  -1.862613  -1.364369  0.068
H  4.282777  -2.323013  -1.134569  0.061
H  5.539677  -3.106413  -0.181169  0.067
H  7.153177  -0.700913  0.849631  0.061
H  6.471377  -1.996813  1.839331  0.067
H  6.050577  -0.310413  2.176431  0.071
H  2.532577  -0.263313  4.733231  0.099
H  0.763977  -1.535413  6.009631  0.091
H  -1.075323  -2.596013  4.644731  0.100
H  -5.489523  -2.035513  -1.556169  0.095
H  -4.992123  -4.227413  -2.577669  0.077
H  -2.895823  -5.384313  -1.985069  0.097
H  -0.407423  -3.990113  0.443131  0.126
H  -0.602223  -5.696413  -2.080669  0.064
H  0.795977  -5.545913  -1.008469  0.069
H  0.221577  -4.132013  -1.902069  0.054
H  -2.059623  -6.522313  -0.005869  0.064
H  -1.959323  -5.541913  1.474331  0.063
H  -0.542923  -6.452713  0.909931  0.066
H  -5.112623  -0.390113  -0.121469  0.120
H  -2.128823  0.172087  -0.459169  0.015
H  -3.425723  1.419187  -0.521169  0.043
H  -3.323423  0.183487  -1.783069  0.079
H  -2.761123  -0.193213  1.776231  0.053
H  -4.136223  -1.219413  2.175631  0.080
H  -4.380823  0.526587  1.938131  0.062
C  -0.610223  -2.323613  -4.029969  -0.146
O  -0.500623  -2.008913  -2.659269  -0.346
P  -0.024623  -0.536813  -2.190969  0.744
O  1.321377  -0.322013  -3.143969  -0.348
C  2.589977  -0.452213  -2.543369  -0.162
O  -1.023023  0.264787  -3.259469  -0.358
C  -0.956023  1.655187  -3.377769  -0.174
H  0.177877  -1.822313  -4.599469  0.073
H  -1.580923  -2.009513  -4.417769  0.078
H  -0.516923  -3.406613  -4.135469  0.075
H  3.166277  0.454387  -2.739769  0.080
H  3.113277  -1.312713  -2.972569  0.076
H  2.478077  -0.580713  -1.462569  0.036
H  -1.976623  2.052987  -3.380269  0.076
H  -0.460023  1.928787  -4.316969  0.081
H  -0.393923  2.099987  -2.551869  0.040
O  -1.119523  1.638287  1.388431  0.030
C  -1.649623  2.710887  1.241231  -0.505
C  -2.272223  3.468887  2.413131  -0.084
C  -3.731523  3.946787  2.252631  -0.184
C  -4.306323  3.870487  0.837831  -0.212
C  -3.664723  4.833087  -0.159069  -0.181
C  -2.131423  4.692087  -0.171069  -0.194
N  -1.676423  3.346487  0.039631  0.075
H  -1.615723  4.319787  2.617431  0.109
H  -2.197423  2.789787  3.263531  0.120
H  -3.824823  4.972887  2.624231  0.103
H  -4.366523  3.323787  2.886231  0.101
H  -5.377923  4.084587  0.881531  0.107
H  -4.192823  2.848987  0.473431  0.083
H  -3.920423  5.868387  0.089331  0.103
H  -4.066323  4.625587  -1.154769  0.104
H  -1.714523  5.325987  0.621231  0.115
H  -1.740923  5.056687  -1.126069  0.116
H  -1.325723  2.786387  -0.729769  0.116

Forces on the atoms, in the same order (eV/Å):
0.2 -0.4 -2.3
-0.1 -0.2 -0.2
-0.2 0.1 0.0
0.2 -0.2 0.1
-0.3 -0.3 0.3
0.1 0.2 -0.1
0.2 0.1 -0.1
0.2 0.0 -0.2
-0.4 0.0 0.2
0.1 -0.1 0.1
-0.1 0.1 0.2
-0.2 0.0 0.0
0.6 0.3 -0.1
-0.6 -0.5 0.3
0.3 0.5 -0.8
0.2 -0.1 0.4
0.2 -0.1 0.6
0.1 0.1 0.0
0.0 0.0 -0.1
-0.1 -0.1 0.0
0.0 -0.2 0.5
-0.1 0.1 0.1
-0.6 0.1 -0.8
0.1 -0.2 0.3
0.6 0.4 0.4
-0.6 -0.6 -0.1
0.1 0.1 0.2
-0.2 -0.1 -0.1
-0.1 -0.1 -0.1
-0.1 -0.1 -0.2
0.2 0.2 0.2
0.1 -0.2 0.1
-0.1 0.1 0.1
0.1 0.2 0.1
0.0 0.1 0.0
-0.2 -0.1 0.1
0.0 0.0 -0.1
-0.2 0.1 0.0
0.0 0.1 0.0
0.1 0.0 0.2
0.3 0.4 0.0
0.0 0.1 0.0
0.0 0.1 0.0
0.0 0.0 -0.2
-0.1 0.1 0.0
-0.1 -0.1 0.0
0.1 -0.1 0.0
0.1 0.0 -0.1
0.1 0.0 -0.1
-0.1 0.0 -0.2
0.0 -0.1 0.0
0.1 0.0 -0.1
0.0 -0.1 0.0
0.0 0.1 0.1
0.0 0.0 0.0
0.0 0.0 -0.1
-0.1 0.0 -0.1
0.0 0.0 0.0
0.0 0.0 0.0
0.1 -0.1 0.0
-0.1 -0.1 -0.1
0.0 -0.1 -0.1
0.0 -0.1 0.0
0.1 0.0 -0.2
0.0 -0.1 0.0
-0.1 -0.1 0.1
0.1 -0.1 0.0
0.2 -0.1 0.0
-0.3 0.2 -0.2
0.1 0.0 0.0
0.1 0.0 -0.1
-0.1 0.1 0.1
-0.1 0.0 0.1
0.0 0.1 0.0
0.0 0.0 -0.3
-0.1 -0.2 0.0
0.4 0.8 1.6
-0.5 0.1 -0.3
0.2 0.0 0.2
-0.2 -0.3 -0.1
0.0 0.0 0.0
-0.1 -0.1 0.0
0.0 0.0 0.0
0.0 0.0 0.0
0.1 0.0 0.1
0.0 0.0 0.0
0.1 -0.1 -0.1
0.0 0.1 0.0
0.0 0.1 0.1
0.1 0.1 0.1
0.2 -0.6 0.4
-0.2 0.7 0.2
0.1 -0.1 0.1
-0.1 0.0 -0.1
-0.1 0.2 0.0
0.1 -0.2 0.0
-0.3 0.3 0.1
0.1 -0.4 -0.4
0.0 0.0 0.0
0.1 0.1 -0.1
0.0 0.0 0.0
0.0 0.0 0.0
0.0 -0.1 0.0
-0.1 0.0 0.0
0.0 0.0 0.0
0.0 0.0 0.0
0.0 0.0 -0.2
0.1 -0.1 0.2
0.0 0.1 0.1

Properties
E, hartree: -2698.27753
HOMO energy, eV: -0.4
Charge: -2

=====

No. 2
DFT (ωB97M-V with the def2-TZVPD basis set) results for C40H57N4O6PPd as an isolated structure.

Each line ends with the Löwdin charge.
Cartesian coordinates (Å):
Pd  0.104394  0.025849  -0.178000  0.409
C  -1.355321  -4.200064  0.741932  -0.040
C  -0.214456  -3.754232  -0.176979  -0.377
C  0.996085  -4.661233  0.020635  -0.093
C  -0.697270  -3.673793  -1.608419  -0.129
C  -0.382675  -4.645678  -2.548833  -0.062
C  -0.882405  -4.582154  -3.843104  -0.116
C  -1.706479  -3.523962  -4.191331  -0.070
C  -2.033454  -2.525321  -3.281022  -0.142
C  -2.930051  -1.382509  -3.717250  -0.367
C  -2.358844  -0.636582  -4.925248  -0.064
C  -4.351556  -1.876054  -3.989136  -0.072
C  -1.526696  -2.589487  -1.967655  -0.183
N  -1.756007  -1.569618  -1.048900  0.078
C  -2.972624  -1.438828  -0.571377  -0.528
O  -3.960221  -2.195924  -0.741157  -0.045
C  -3.192503  -0.200324  0.286102  -0.194
C  -4.404051  -0.078916  0.954223  -0.026
C  -4.635474  1.056634  1.711459  -0.080
C  -3.666973  2.041612  1.746369  -0.026
C  -2.478234  1.843269  1.047783  -0.178
N  -2.242633  0.734680  0.344380  0.128
C  -1.471737  2.988236  1.030609  -0.535
O  -1.932141  4.127124  1.298848  -0.052
N  -0.237625  2.637306  0.771219  0.092
C  0.684448  3.657292  0.551572  -0.176
C  1.696251  3.931801  1.489596  -0.143
C  2.656511  4.896453  1.202080  -0.071
C  2.644085  5.603591  0.010301  -0.123
C  1.656444  5.316834  -0.921222  -0.068
C  0.688483  4.353175  -0.677174  -0.137
C  -0.336687  4.027214  -1.745141  -0.365
C  0.323008  3.679741  -3.080372  -0.067
C  -1.351314  5.161606  -1.899003  -0.068
C  1.842683  3.148916  2.780461  -0.364
C  2.422262  1.764294  2.488928  -0.068
C  0.572798  3.026452  3.630133  -0.070
H  -1.031996  -4.194939  1.788331  0.057
H  -1.664880  -5.220246  0.489529  0.081
H  -2.222763  -3.549030  0.640507  0.070
H  0.057655  -2.729689  0.103559  0.082
H  0.739120  -5.715537  -0.124800  0.068
H  1.373616  -4.557684  1.042526  0.064
H  1.806554  -4.414604  -0.668363  0.067
H  0.263229  -5.471000  -2.271421  0.089
H  -0.630796  -5.347936  -4.568578  0.080
H  -2.105646  -3.468194  -5.199895  0.096
H  -2.976027  -0.677287  -2.888031  0.124
H  -2.205957  -1.308528  -5.774698  0.065
H  -1.399166  -0.177804  -4.684098  0.060
H  -3.042085  0.155592  -5.244648  0.070
H  -4.367512  -2.594464  -4.815794  0.066
H  -5.003108  -1.039096  -4.258571  0.069
H  -4.747877  -2.354654  -3.093476  0.066
H  -5.120563  -0.880379  0.845657  0.099
H  -5.569286  1.180440  2.251028  0.089
H  -3.788683  2.978720  2.270756  0.100
H  3.432548  5.092845  1.937689  0.093
H  3.397994  6.355871  -0.195340  0.077
H  1.644218  5.849670  -1.867618  0.096
H  -0.867582  3.135699  -1.408836  0.120
H  0.868362  4.533728  -3.495507  0.063
H  -0.434663  3.383552  -3.812001  0.071
H  1.024906  2.853746  -2.954179  0.062
H  -0.854623  6.083889  -2.221597  0.067
H  -1.849850  5.345347  -0.946941  0.066
H  -2.105305  4.904832  -2.650131  0.068
H  2.576916  3.705513  3.377573  0.114
H  1.704453  1.187761  1.898463  0.040
H  2.632250  1.228819  3.421305  0.054
H  3.346522  1.829538  1.909990  0.080
H  -0.065703  2.226203  3.257180  0.065
H  -0.014065  3.946564  3.612050  0.078
H  0.844045  2.801492  4.668539  0.063
C  3.880642  1.963134  -1.762034  -0.145
O  2.623232  1.687884  -1.177523  -0.356
P  1.996396  0.186202  -1.062812  0.638
O  2.224562  -0.358768  -2.618650  -0.349
C  1.068108  -0.490559  -3.437142  -0.174
O  3.428314  -0.503480  -0.518092  -0.354
C  3.427460  -1.908524  -0.441643  -0.187
H  4.043647  1.362075  -2.660298  0.073
H  4.686270  1.765522  -1.050770  0.073
H  3.884746  3.023005  -2.022223  0.076
H  1.061191  -1.484498  -3.889870  0.079
H  1.089217  0.270367  -4.223325  0.072
H  0.157983  -0.373702  -2.839810  0.030
H  3.992127  -2.216900  0.444373  0.068
H  3.896900  -2.347923  -1.327675  0.080
H  2.407906  -2.305372  -0.371639  0.038
O  -0.804748  -0.967467  2.040251  0.030
C  -0.052440  -1.603616  2.755538  -0.503
C  -0.526992  -2.335927  3.997715  -0.096
C  0.107555  -1.857550  5.326874  -0.180
C  1.312925  -0.928685  5.178059  -0.210
C  2.550402  -1.596175  4.581425  -0.182
C  2.230035  -2.374035  3.297543  -0.185
N  1.267548  -1.701790  2.461348  0.086
H  -0.337797  -3.401095  3.840051  0.098
H  -1.607206  -2.207895  4.015381  0.118
H  0.387785  -2.725656  5.932863  0.103
H  -0.656399  -1.322583  5.894263  0.103
H  1.567446  -0.512409  6.156892  0.107
H  1.025268  -0.079551  4.554027  0.097
H  2.988091  -2.290315  5.308497  0.103
H  3.302781  -0.831318  4.373826  0.097
H  1.855704  -3.370757  3.555062  0.109
H  3.132667  -2.532810  2.707631  0.107
H  1.534405  -1.194980  1.616421  0.088

Forces on the atoms, in the same order (eV/Å):
0.1 -0.3 -0.1
0.0 0.0 0.0
0.0 0.0 0.0
0.0 0.0 0.0
0.0 0.0 0.0
0.0 0.0 0.0
0.0 0.0 0.0
0.0 0.0 0.0
0.0 0.0 0.0
0.0 0.0 0.0
0.0 0.0 0.0
0.0 0.0 0.0
0.0 0.0 0.0
0.0 0.0 0.0
0.0 0.1 0.0
0.0 0.0 0.0
0.0 -0.1 0.0
0.0 0.0 0.0
0.0 0.0 0.0
0.0 0.0 0.0
0.0 0.1 -0.1
-0.1 0.2 0.0
0.0 -0.1 0.2
0.0 0.0 -0.1
0.0 0.1 0.0
0.0 -0.1 0.0
0.0 0.0 0.0
0.0 0.0 0.0
0.0 0.0 0.0
0.0 0.0 0.0
0.0 0.0 0.0
0.0 0.0 0.0
0.0 0.0 0.0
0.0 0.0 0.0
0.0 0.0 0.0
0.0 -0.1 0.0
0.0 0.0 0.0
0.0 0.0 0.0
0.0 0.0 0.0
0.0 0.0 0.0
0.0 0.0 0.0
0.0 0.0 0.0
0.0 0.0 0.0
0.0 0.0 0.0
0.0 0.0 0.0
0.0 0.0 0.0
0.0 0.0 0.0
0.0 0.0 0.0
0.0 0.0 0.0
0.0 0.0 0.0
0.0 0.0 0.0
0.0 0.0 0.0
0.0 0.0 0.0
0.0 0.0 0.0
0.0 0.0 0.0
0.0 0.0 0.0
0.0 0.0 0.0
0.0 0.0 0.0
0.0 0.0 0.0
0.0 0.0 0.0
0.0 0.0 0.0
0.0 0.0 0.0
0.0 0.0 0.0
0.0 0.0 0.0
0.0 0.0 0.0
0.0 0.0 0.0
0.0 0.0 0.0
0.0 0.0 0.0
0.0 0.0 0.0
0.0 0.0 0.0
0.0 0.0 0.0
0.0 0.0 0.0
0.0 0.0 0.0
0.0 0.0 0.0
0.0 0.0 0.0
0.0 0.0 0.0
0.1 0.1 0.1
-0.1 0.0 0.0
0.0 0.0 0.0
-0.1 0.0 0.1
0.0 -0.1 0.0
0.0 0.0 0.0
0.0 0.0 0.0
0.0 0.0 0.0
0.0 0.0 0.0
0.0 0.0 0.0
0.0 0.0 0.0
0.0 0.0 0.0
0.0 0.0 0.0
0.0 0.0 0.1
-0.3 -0.1 0.2
0.3 0.1 -0.1
0.0 0.0 0.0
0.0 0.0 0.0
0.0 0.0 0.0
0.0 0.0 0.0
0.0 0.0 0.0
0.0 -0.2 -0.1
0.0 0.0 0.0
0.0 0.0 0.0
0.0 0.0 0.0
0.0 0.0 0.0
0.0 0.0 0.0
0.0 0.0 0.0
0.0 0.0 0.0
0.0 0.0 0.0
0.0 0.0 0.0
0.0 0.0 0.0
0.0 0.1 0.0

Properties
E, hartree: -2698.31407
HOMO energy, eV: -1.0
Charge: -2

=====

no.,frontier orbital gap (eV),largest force on an atom (eV/Å),lowest unoccupied orbital energy (eV)
1,4.469,2.324,4.05
2,5.167,0.388,4.22